Entry 1:
Entry from OMol25: a molecular structure, C23H26ClF5N2O2Ru (the ωB97M-V functional and the def2-TZVPD basis).

Output
<S²>: 6.0249
total charge: 0
orbital gap (spin up / spin down): 8.07 / 6.76 eV
E: -60036.2101 eV
lowest unoccupied orbital energy (spin up / spin down): 0.00834 / -0.04071 Eh
spin multiplicity: 5

The geometry in XYZ format:
```
60
Properties=species:S:1:pos:R:3:forces:R:3
Ru 0.4979 0.5727 0.3479 1.2 0.1 0.4
O -1.1936 1.2601 1.4062 -0.1 0.2 0.4
C -2.4079 1.3589 1.2818 -0.5 -0.1 0.0
C -3.1979 0.6230 0.2435 0.2 0.0 -0.1
C -3.5966 -0.6999 0.9436 -0.1 0.0 0.1
C -4.3251 -0.5626 2.2951 0.1 0.0 0.0
C -3.4323 -0.1807 3.4953 0.0 0.1 -0.1
C -3.0729 1.3217 3.5833 0.2 -0.2 0.1
N -3.1591 1.9534 2.2592 0.0 0.1 -0.1
H -2.5891 0.4153 -0.6346 -0.1 0.0 0.0
H -4.0848 1.1850 -0.0542 0.0 0.0 0.0
H -2.6916 -1.2900 1.1093 -0.1 0.0 0.0
H -4.2271 -1.2652 0.2565 0.0 0.0 0.0
H -4.7596 -1.5383 2.5163 0.0 0.0 0.0
H -5.1659 0.1341 2.2044 -0.1 -0.1 0.0
H -2.5155 -0.7737 3.4408 0.0 0.0 0.0
H -3.9412 -0.4714 4.4156 0.1 0.0 0.0
H -2.0622 1.4486 3.9659 0.0 0.1 0.0
H -3.7559 1.8538 4.2421 0.0 0.0 0.0
H -4.1196 2.0531 1.9696 -0.1 -0.1 0.0
F -1.2897 -5.9868 0.2618 0.0 0.0 0.0
C -0.8548 -4.7810 0.6511 0.0 0.0 0.0
C -0.1529 -4.6264 1.8405 0.0 0.0 -0.1
F 0.0788 -5.6997 2.5978 0.0 0.0 0.1
C 0.3044 -3.3895 2.2421 0.0 0.3 0.0
F 0.9610 -3.2881 3.4034 0.0 -0.1 0.0
C 0.1101 -2.2125 1.4774 -0.2 -0.6 -0.1
O 0.5453 -1.0585 1.8453 -0.1 0.5 -0.4
C -0.6247 -2.4351 0.2975 0.2 0.1 0.2
F -0.8785 -1.3384 -0.4910 0.0 -0.1 -0.1
C -1.0941 -3.6627 -0.1207 0.0 0.0 0.0
F -1.7732 -3.7599 -1.2691 0.0 0.0 0.0
C 3.7703 -0.1956 -2.2024 -0.2 0.0 0.2
C 2.3777 -0.6848 -1.7603 0.3 -0.3 -0.7
C 2.4620 -2.2059 -1.5085 -0.1 0.2 0.2
C 1.3594 -0.4005 -2.8970 0.1 0.0 0.3
N 1.9812 -0.0163 -0.5718 -0.6 0.2 0.3
H 4.1158 -0.7860 -3.0521 0.0 0.0 0.0
H 4.4791 -0.3039 -1.3804 0.0 0.0 0.0
H 3.7227 0.8524 -2.4903 0.1 0.1 0.0
H 2.8058 -2.7129 -2.4106 0.0 0.0 0.0
H 1.4848 -2.6018 -1.2332 0.0 -0.1 0.0
H 3.1611 -2.4111 -0.6970 0.0 0.0 0.0
H 1.5825 0.5557 -3.3695 -0.1 0.0 0.0
H 0.3452 -0.3610 -2.4967 0.0 -0.1 0.0
H 1.3955 -1.1917 -3.6467 0.1 0.0 0.0
Cl 4.2425 4.4265 -4.4577 0.1 0.0 -0.1
C 3.3460 3.8756 -3.0816 -0.2 -0.1 0.2
C 1.9686 3.7389 -3.1707 0.0 0.0 -0.1
C 1.2514 3.3217 -2.0645 0.1 -0.1 0.3
C 1.8873 3.0164 -0.8546 0.3 0.4 -0.4
C 1.1105 2.6047 0.3215 -0.5 -1.1 -0.1
C 3.2787 3.1498 -0.8027 -0.3 0.0 0.1
C 4.0041 3.5836 -1.8974 0.1 0.0 -0.1
H 1.4672 3.9649 -4.1026 0.0 0.0 0.0
H 0.1733 3.2229 -2.1319 0.0 0.0 0.0
H 0.1573 3.1295 0.3953 0.1 0.2 0.1
H 1.6679 2.6748 1.2577 0.0 0.1 0.0
H 3.7909 2.9055 0.1203 0.0 0.0 0.0
H 5.0794 3.6889 -1.8379 0.0 0.0 0.0
```
Positions in Å, forces in eV/Å.

***

Entry 2:
Entry from OMol25: a molecular structure, C28H21BrN5O4S2Ti (the ωB97M-V functional and the def2-TZVPD basis).

Output
<S²>: 0.7548
total charge: 0
orbital gap (spin up / spin down): 7.07 / 7.81 eV
E: -159849.3838 eV
lowest unoccupied orbital energy (spin up / spin down): -0.01449 / -0.01474 Eh
energy relative to the best compared isomer or geometry (same formula, charge and spin): 0.0 kJ/mol
spin multiplicity: 2

The geometry in XYZ format:
```
62
Properties=species:S:1:pos:R:3:forces:R:3
Ti 0.0658 -0.8463 -0.1904 0.0 0.2 -0.1
O 1.3140 -4.8287 -0.4182 0.0 0.0 0.0
C 0.7913 -3.7680 -0.1768 0.0 0.0 -0.1
N 0.5638 -2.7004 -1.0319 0.1 -0.1 -0.1
C 0.8875 -2.8212 -2.3693 0.0 0.1 0.1
O 1.4616 -3.7137 -2.9438 0.0 -0.1 0.0
C 0.3931 -1.6242 -3.1522 0.0 0.0 0.1
C 0.4587 -1.5991 -4.5316 0.0 0.0 -0.1
C -0.0588 -0.5010 -5.1958 0.0 0.0 0.0
C -0.6238 0.5276 -4.4570 0.0 0.0 0.0
C -0.6317 0.4322 -3.0781 0.0 0.0 0.0
N -0.1245 -0.6245 -2.4356 0.0 0.1 0.1
C 0.2497 -3.4957 1.2063 0.0 -0.1 0.0
C 0.3239 -4.4535 2.1995 0.0 0.0 -0.1
C -0.2058 -4.1573 3.4434 0.0 0.0 0.0
C -0.7951 -2.9197 3.6475 0.0 0.0 0.0
C -0.8242 -2.0172 2.6007 0.0 0.1 0.0
N -0.3086 -2.3017 1.4047 -0.1 0.0 0.0
H 0.9052 -2.4407 -5.0418 0.0 0.0 0.0
H -0.0313 -0.4492 -6.2765 0.0 0.0 0.0
H -1.0514 1.3965 -4.9366 0.0 0.0 0.0
H -1.0553 1.2171 -2.4651 0.0 0.0 0.0
H 0.7940 -5.3991 1.9699 0.0 0.0 0.0
H -0.1630 -4.8821 4.2460 0.0 0.0 0.0
H -1.2246 -2.6516 4.6021 0.0 0.0 0.0
H -1.2677 -1.0360 2.7098 0.0 0.0 0.0
O -4.1213 -0.4696 1.2511 -0.2 0.0 0.1
C -4.2936 0.8635 1.1270 0.0 -0.1 0.0
C -5.5379 1.3815 1.4854 0.0 0.0 0.0
C -5.7859 2.7341 1.3842 0.0 0.0 0.0
C -4.7977 3.6032 0.9216 0.0 0.0 0.0
C -3.5659 3.0952 0.5692 0.0 0.0 0.0
C -3.2894 1.7274 0.6654 0.0 0.0 0.0
C -1.9544 1.2173 0.2965 0.1 0.0 0.0
O -1.7490 -0.0811 0.3355 0.2 0.0 0.1
N -1.0245 2.0571 -0.0411 0.0 0.0 0.0
N 0.1570 1.3783 -0.3650 0.0 -0.1 0.0
C 1.0737 2.1626 -0.8025 0.0 0.0 0.0
S 2.5705 1.5545 -1.4541 0.0 0.0 0.0
C 3.4080 3.1580 -1.3607 0.0 0.0 0.0
C 2.4000 4.2239 -1.7358 0.0 0.0 0.0
S 0.8509 3.8967 -0.8468 0.0 0.0 0.0
H -3.2233 -0.6722 0.9200 0.0 0.0 0.0
H -6.2922 0.6911 1.8393 0.0 0.0 0.0
H -6.7579 3.1190 1.6655 0.0 0.0 0.0
H -4.9938 4.6637 0.8403 0.0 0.0 0.0
H -2.7795 3.7457 0.2112 0.0 0.0 0.0
H 4.2458 3.1298 -2.0563 0.0 0.0 0.0
H 3.7851 3.2974 -0.3483 0.0 0.0 0.0
H 2.2028 4.2162 -2.8073 0.0 0.0 0.0
H 2.7408 5.2167 -1.4431 0.0 0.0 0.0
Br 5.8266 -0.0483 3.4825 0.0 0.0 0.0
C 4.2461 -0.2673 2.4476 0.0 0.0 0.0
C 4.2116 -1.2241 1.4487 0.0 0.0 0.0
C 3.0508 -1.3715 0.6954 0.0 0.1 0.1
C 1.9191 -0.5712 0.8969 -0.2 0.0 -0.1
C 2.0042 0.3717 1.9294 0.1 0.0 0.0
C 3.1469 0.5312 2.7066 0.0 0.0 0.0
H 5.0770 -1.8459 1.2601 0.0 0.0 0.0
H 3.0575 -2.1267 -0.0846 0.0 0.0 0.0
H 1.1644 1.0301 2.1395 0.0 0.0 0.0
H 3.1848 1.2693 3.4978 0.0 0.0 0.0
```
Positions in Å, forces in eV/Å.

***

Entry 3:
Entry from OMol25: 7 unconnected molecules or ions with the total composition C19H37Cl3O8 (the ωB97M-V functional and the def2-TZVPD basis).

Output
<S²>: 0.7531
total charge: -1
orbital gap (spin up / spin down): 2.69 / 8.88 eV
E: -74247.7567 eV
lowest unoccupied orbital energy (spin up / spin down): 0.09267 / 0.09181 Eh
spin multiplicity: 2

The geometry in XYZ format:
```
67
Properties=species:S:1:pos:R:3:forces:R:3
C -0.5255 0.0350 1.4968 0.8 0.1 0.6
Cl -0.0140 -1.6813 1.5493 0.7 -1.9 0.2
Cl -2.0150 0.3119 2.4697 -1.8 0.5 1.4
Cl -0.7133 0.5847 -0.2249 0.0 1.0 -2.0
H 0.2682 0.5897 1.9972 0.1 0.3 -0.2
C 3.6911 0.2125 -3.3794 -0.4 1.7 -0.7
O 3.1880 0.8120 -2.1308 1.5 -1.1 0.6
C 2.5410 1.9625 -2.0290 -3.7 1.7 -2.2
O 1.9724 2.4977 -3.0413 2.4 -1.2 4.4
O 2.4381 2.3241 -0.6523 0.9 -1.6 -2.9
C 1.4434 3.2261 -0.1312 0.4 0.5 -0.7
H 3.8243 -0.8693 -3.3726 -0.7 0.2 0.9
H 4.6671 0.5979 -3.6743 0.3 0.4 0.8
H 3.0876 0.5407 -4.2257 -0.6 -0.3 0.3
H 1.4264 3.0829 0.9492 -0.1 -0.4 -0.2
H 0.4600 3.0610 -0.5714 0.2 -0.1 0.0
H 1.8108 4.2364 -0.3109 -0.3 0.2 -0.2
C 0.8659 -5.5427 -3.1028 0.3 -1.7 -0.6
C 0.5183 -4.5013 -2.1393 -1.3 1.0 0.6
O 0.1448 -3.4143 -2.4967 0.4 0.7 -0.5
C 0.3057 -4.9085 -0.7154 0.3 1.0 0.6
H 1.6261 -5.3106 -3.8487 0.0 0.2 0.2
H -0.0580 -5.7652 -3.6367 -0.1 0.1 -0.2
H 1.0972 -6.4559 -2.5544 0.4 -0.1 -0.2
H 0.0162 -4.0153 -0.1617 -0.1 0.0 -0.1
H 1.2328 -5.2390 -0.2469 -0.2 -0.7 0.0
H -0.5410 -5.5937 -0.6769 0.3 -0.5 0.2
C 2.4608 2.4006 4.7524 1.2 -0.1 -0.8
C 1.0193 2.6246 4.4994 -1.3 1.1 0.0
O 0.5554 2.7435 3.3865 0.6 -0.2 -0.1
C 0.0873 2.7555 5.6767 -0.1 -0.3 -0.5
H 2.6398 1.3351 4.8961 0.0 -0.1 0.2
H 2.9365 2.9719 5.5496 -0.5 -0.1 0.3
H 2.9927 2.6812 3.8433 0.0 -0.1 -0.1
H 0.3872 3.5600 6.3482 0.1 -0.2 0.2
H 0.0936 1.7719 6.1466 -0.1 0.1 0.5
H -0.9051 2.9468 5.2685 0.0 0.0 0.2
C -3.8334 3.0520 -0.7583 -0.9 0.0 -0.6
C -5.1235 2.6026 -0.1151 0.0 -1.4 1.0
O -6.1317 2.3053 -0.7170 0.0 0.6 -0.8
C -5.1135 2.2587 1.3577 0.5 0.5 0.5
H -3.0152 2.4183 -0.4162 0.1 0.1 0.1
H -3.6451 4.1091 -0.5707 0.2 0.0 0.3
H -3.9999 2.9250 -1.8280 0.3 0.1 0.0
H -4.9444 1.1924 1.5075 -0.1 -0.2 -0.4
H -6.0734 2.5150 1.8061 0.1 0.0 0.0
H -4.2845 2.7054 1.9067 -0.1 0.3 0.0
C 3.4460 -1.4432 2.1848 1.1 -0.4 -0.4
C 4.5100 -2.1190 1.2640 1.1 0.8 -0.5
O 4.7883 -3.2811 1.2923 -0.7 -1.9 1.1
C 5.3424 -1.3864 0.1838 -1.3 1.6 0.1
H 3.9066 -0.6749 2.8059 0.2 0.5 -0.5
H 3.0575 -2.1332 2.9339 -0.1 -0.4 -0.5
H 2.6373 -1.0392 1.5759 0.0 0.1 0.1
H 5.7821 -2.0438 -0.5663 -0.3 -0.3 0.4
H 6.1356 -0.7228 0.5283 0.0 -0.1 0.6
H 4.6406 -0.7009 -0.2912 0.0 0.2 -0.5
C -5.4888 -1.2442 -3.0959 0.8 0.3 -0.7
C -3.9543 -1.0734 -3.3504 -1.8 -0.1 1.2
O -3.4021 -1.8607 -4.0567 0.8 -0.5 -0.9
C -3.2945 0.0367 -2.6056 0.4 0.0 -0.1
H -5.7300 -2.3064 -3.0558 0.1 0.0 0.5
H -5.9902 -0.9209 -4.0081 0.0 0.3 -0.1
H -5.8468 -0.6365 -2.2649 -0.1 -0.3 0.0
H -3.8763 0.9497 -2.7316 0.1 0.1 0.0
H -2.2451 0.1422 -2.8811 -0.1 0.2 -0.2
H -3.2800 -0.1951 -1.5407 -0.2 -0.1 0.1
```
Positions in Å, forces in eV/Å.

***

Entry 4:
Entry from OMol25: 2 unconnected molecules or ions with the total composition C5H13NS (the ωB97M-V functional and the def2-TZVPD basis).

Output
SMILES string: C=CNC.CSC
total charge: 0
orbital gap: 8.96 eV
E: -17720.1657 eV
lowest unoccupied orbital energy: 0.03690 Eh
energy relative to the best compared isomer or geometry (same formula, charge and spin): 104.7 kJ/mol

The geometry in XYZ format:
```
20
Properties=species:S:1:pos:R:3:forces:R:3
C -0.1748 1.5765 -0.5893 0.5 -0.2 -0.1
C -0.0078 0.7529 -1.6283 -0.8 0.0 0.2
N -0.9898 0.4179 -2.5499 0.6 0.0 0.0
C -0.9219 -0.8840 -3.1799 -0.1 0.2 -0.1
H -1.1197 2.0393 -0.3368 -0.1 0.0 -0.1
H 0.6737 1.8032 0.0386 0.0 0.1 0.1
H 0.9301 0.2494 -1.8235 0.2 0.1 0.0
H -1.8956 0.7840 -2.3381 -0.4 0.0 0.0
H -1.6387 -0.9260 -3.9991 0.0 0.0 0.0
H 0.0764 -1.0044 -3.6011 0.0 -0.1 0.0
H -1.1176 -1.7227 -2.5015 0.0 0.0 0.0
C 1.9435 -0.7382 2.0283 -0.4 -0.2 -0.4
S 1.1454 0.6571 2.8357 0.3 0.0 0.3
C -0.5504 0.0741 2.9943 0.1 0.2 -0.1
H 1.4577 -0.9091 1.0646 0.1 0.0 0.0
H 1.8911 -1.6606 2.6063 0.0 0.1 0.2
H 2.9880 -0.4991 1.8518 0.0 0.1 0.1
H -1.0348 0.8442 3.5925 -0.2 -0.1 0.0
H -1.0323 0.0230 2.0187 0.0 -0.1 0.0
H -0.6225 -0.8774 3.5166 0.1 0.0 0.0
```
Positions in Å, forces in eV/Å.

***

Entry 5:
Entry from OMol25: a molecular structure, C31H29AsHgN5O8S (the ωB97M-V functional and the def2-TZVPD basis).

Output
<S²>: 0.7794
total charge: -2
orbital gap (spin up / spin down): 3.82 / 6.07 eV
E: -132297.9698 eV
lowest unoccupied orbital energy (spin up / spin down): 0.14924 / 0.14923 Eh
energy relative to the best compared isomer or geometry (same formula, charge and spin): 4.6 kJ/mol
spin multiplicity: 2

The geometry in XYZ format:
```
76
Properties=species:S:1:pos:R:3:forces:R:3
Hg 0.0323 -0.3448 -0.4095 0.2 0.4 -0.1
C -2.1427 3.1158 1.6320 0.0 0.0 0.0
C -1.5028 2.2305 0.5987 0.0 0.0 0.0
N -1.3263 0.9383 0.8500 0.1 -0.2 0.0
N -1.7506 0.4350 2.0461 0.1 0.1 -0.2
C -1.5229 -0.8576 2.1513 -0.1 -0.3 0.2
O -0.9854 -1.6468 1.3103 0.1 0.2 -0.2
C -1.9784 -1.4767 3.4460 0.1 0.1 -0.1
C -2.6797 -0.7587 4.4152 0.1 0.0 0.0
C -3.0713 -1.3667 5.5977 0.0 0.0 0.0
C -2.7794 -2.7082 5.8292 0.0 0.0 0.0
C -2.0913 -3.4303 4.8635 0.1 0.0 0.0
C -1.6908 -2.8189 3.6811 0.0 0.0 0.1
C -1.0962 2.7393 -0.6609 0.0 0.1 -0.1
C -1.2487 4.1100 -1.0385 0.0 -0.1 0.0
C -0.8222 4.5406 -2.2629 0.0 0.0 -0.1
C -0.2231 3.6330 -3.1638 0.0 0.0 0.1
C -0.1100 2.3192 -2.7372 0.1 -0.1 0.0
N -0.5278 1.8678 -1.5659 0.0 -0.1 0.1
H -1.9499 2.7132 2.6245 0.0 0.0 0.0
H -1.7602 4.1356 1.5818 0.0 0.0 0.0
H -3.2318 3.1614 1.5130 0.0 0.0 0.0
H -2.8970 0.2831 4.2172 0.0 0.0 0.0
H -3.6113 -0.7931 6.3434 0.0 0.0 0.0
H -3.0902 -3.1843 6.7527 0.0 0.0 0.0
H -1.8577 -4.4765 5.0312 0.0 0.0 0.0
H -1.1500 -3.3575 2.9133 0.0 0.0 0.0
H -1.7028 4.8130 -0.3534 0.0 0.0 0.0
H -0.9400 5.5856 -2.5333 0.0 0.0 0.0
H 0.1353 3.9329 -4.1388 0.0 0.0 0.0
H 0.3559 1.5712 -3.3740 0.0 0.0 0.0
O 3.0978 -2.2596 -2.9427 0.2 0.3 0.0
As 3.0771 -1.4884 -1.3688 -0.1 0.1 -0.2
O 4.6180 -1.1784 -0.8998 0.0 0.0 0.0
O 2.0728 -0.1269 -1.3835 -0.2 -0.4 0.1
C 2.3037 -2.8258 -0.1774 0.1 0.1 0.1
C 3.0297 -2.9596 1.0031 -0.1 0.0 0.1
C 2.5837 -3.7797 2.0298 0.1 0.0 -0.1
C 1.4057 -4.4890 1.8696 0.0 0.0 0.0
C 0.6832 -4.3801 0.6901 0.0 0.0 0.0
C 1.1229 -3.5545 -0.3361 -0.1 -0.1 0.1
S 0.1297 -3.5304 -1.8357 0.1 0.3 0.2
O -1.0143 -4.3685 -1.5666 0.0 -0.1 -0.1
O 1.0265 -4.0290 -2.8768 0.0 -0.2 -0.1
O -0.1989 -2.1147 -2.0680 0.0 0.0 0.1
H 2.3154 -2.8390 -3.0702 0.0 0.0 0.1
H 3.9458 -2.3876 1.1030 0.0 0.0 0.0
H 3.1451 -3.8429 2.9551 0.0 0.0 0.0
H 1.0337 -5.1191 2.6702 0.0 0.0 0.0
H -0.2509 -4.9070 0.5556 0.0 0.0 0.0
C 4.9641 1.7442 4.2099 0.0 0.0 0.0
N 4.7066 0.8671 3.0707 -0.1 0.0 0.0
N 3.4707 0.2080 3.1969 -0.2 0.2 0.2
C 2.7204 0.3517 2.0174 0.0 -0.2 -0.3
O 1.6928 -0.2486 1.7882 0.0 0.1 0.3
C 3.5077 1.2454 1.1762 -0.1 -0.1 0.0
C 4.6392 1.5197 1.8258 0.2 0.1 0.0
C 5.7914 2.3573 1.3934 0.0 0.0 0.0
C 3.3643 -0.8737 4.0886 0.1 -0.1 -0.2
C 4.5174 -1.4684 4.5963 0.0 -0.1 0.1
C 4.4123 -2.5486 5.4615 0.0 0.0 0.0
C 3.1672 -3.0492 5.8088 -0.1 0.0 0.0
C 2.0233 -2.4585 5.2853 0.0 0.1 0.0
C 2.1066 -1.3698 4.4327 0.0 0.0 0.0
H 4.9237 1.1583 5.1262 0.0 0.0 0.0
H 4.2284 2.5551 4.2691 0.0 0.0 0.0
H 5.9651 2.1614 4.1108 0.0 0.0 0.0
H 3.2300 1.4754 0.1602 0.0 0.0 0.0
H 5.7087 2.5491 0.3258 0.0 0.0 0.0
H 6.7332 1.8386 1.5807 0.0 0.0 0.0
H 5.8158 3.3163 1.9180 0.0 0.0 0.0
H 5.4850 -1.0990 4.2838 0.0 0.0 0.0
H 5.3148 -3.0098 5.8454 0.0 0.0 0.0
H 3.0850 -3.9009 6.4730 0.0 0.0 0.0
H 1.0436 -2.8484 5.5270 -0.1 0.0 0.0
H 1.2154 -0.9315 4.0062 0.0 0.0 0.0
```
Positions in Å, forces in eV/Å.

***

Entry 6:
Entry from OMol25: a single C9H12O2S molecule (the ωB97M-V functional and the def2-TZVPD basis).

Output
SMILES string: CC[S@@]1(=O)=CC/C(=C\C=O)C=C1
total charge: 0
orbital gap (spin up / spin down): 7.14 / 7.44 eV
E: -24449.4004 eV
lowest unoccupied orbital energy (spin up / spin down): -0.03468 / -0.03774 Eh
energy relative to the best compared isomer or geometry (same formula, charge and spin): 761.4 kJ/mol

The geometry in XYZ format:
```
24
Properties=species:S:1:pos:R:3:forces:R:3
C 0.3255 -2.0100 2.4512 0.7 1.5 0.1
C 0.8818 -0.5419 2.7646 -1.7 -0.9 -0.1
S 0.9709 0.5417 1.2850 0.4 2.9 0.9
O 1.6454 2.2538 2.2691 -1.1 -2.8 -1.4
C 1.0224 -0.5268 -0.0472 0.0 1.0 1.3
C 0.4981 -0.1698 -1.3881 1.1 0.3 -0.3
C -0.7449 0.6419 -1.4611 -1.1 1.0 -1.4
C -1.3801 0.8543 -2.6618 2.9 -1.1 0.8
C -0.8604 0.4871 -4.0012 2.1 -3.3 1.6
O -1.3612 0.7886 -5.0309 -0.7 0.9 -1.2
C -1.2123 1.3406 -0.2547 -1.3 -0.6 0.5
C -0.6078 1.3099 0.9439 -0.7 0.0 0.9
H 0.9903 -2.6965 1.9162 -0.1 0.8 -0.6
H 0.3530 -2.4555 3.3946 -0.3 -0.7 1.9
H -0.7088 -2.0770 2.1187 0.2 0.3 -0.3
H 1.8551 -0.5977 3.2426 0.4 0.2 -0.5
H 0.2735 0.0374 3.5267 0.4 -0.7 -1.2
H 1.9450 -1.0546 0.0087 0.6 -0.7 -0.3
H 1.2539 0.3388 -2.0430 -0.3 -0.5 0.5
H 0.3346 -1.1620 -1.7769 -0.2 -0.3 -0.8
H -2.1868 1.4661 -2.7888 -2.3 1.7 0.3
H 0.0493 -0.3101 -4.0240 -1.4 1.7 0.2
H -2.2627 1.7732 -0.2875 1.6 -0.2 -0.1
H -1.0736 1.7687 1.8439 0.7 -0.3 -0.8
```
Positions in Å, forces in eV/Å.